[1]
Formula: C6H15NO2
Source: the OMol25 dataset
Level of theory: ωB97M-V/def2-TZVPD

Geometry as XYZ:
```
24
Properties=species:S:1:pos:R:3:mulliken_charge:R:1
C 1.193 0.483 -1.065 0.065
C 0.663 -0.441 1.893 -0.987
C 2.509 0.791 -0.431 -1.196
N 0.153 0.597 1.006 -0.178
H 0.336 1.544 1.324 0.327
H 0.574 1.323 -1.353 0.330
H 1.306 -0.252 -1.848 0.277
H 1.716 -0.251 2.106 0.340
H 0.115 -0.483 2.840 0.330
H 0.569 -1.403 1.394 0.317
H 3.204 1.051 -1.242 0.397
H 2.932 -0.080 0.075 0.288
H 2.476 1.642 0.249 0.327
C -1.114 -0.849 -2.066 -0.804
C -2.185 -0.424 1.113 -1.232
C -1.202 0.531 0.468 0.670
O -0.415 -0.805 -0.864 -0.482
O -1.585 1.536 -0.124 -0.667
H -1.826 -0.014 -2.147 0.297
H -0.420 -0.764 -2.924 0.307
H -1.636 -1.808 -2.189 0.251
H -1.753 -1.373 1.419 0.378
H -2.973 -0.621 0.387 0.311
H -2.638 0.070 1.978 0.333
```

Values from the calculation:
F_max (eV Å⁻¹): 1.68

=====

[2]
Formula: C6H15NO2
Source: the OMol25 dataset
Level of theory: ωB97M-V/def2-TZVPD

Geometry as XYZ:
```
24
Properties=species:S:1:pos:R:3:mulliken_charge:R:1
H -0.372 -1.131 1.763 0.241
N -0.691 -1.047 0.801 -0.369
C -1.418 -0.015 0.600 0.500
C -1.961 0.263 -0.769 -1.055
O -1.758 0.799 1.612 -0.518
H -1.140 0.392 -1.473 0.237
H -2.549 -0.593 -1.100 0.375
H -2.598 1.144 -0.765 0.328
H -1.779 1.724 1.277 0.368
C 1.522 -0.421 -0.886 -1.469
C 0.780 -1.549 -0.565 0.701
C 1.380 -2.687 0.215 -1.439
H 1.415 0.008 -1.875 0.377
H 2.491 -0.295 -0.416 0.338
H 0.084 -1.898 -1.322 0.297
H 2.104 -2.318 0.942 0.347
H 1.876 -3.379 -0.463 0.364
H 0.595 -3.224 0.751 0.355
C 0.583 2.194 0.457 -0.542
O -0.678 2.879 0.299 -0.553
H 0.723 2.073 1.531 0.264
H 1.391 2.838 0.095 0.376
H 0.780 1.133 -0.078 0.181
H -0.781 3.109 -0.630 0.296
```

Values from the calculation:
F_max (eV Å⁻¹): 3.39

=====

Asked for ΔE to the lowest compared entry with this formula, charge and spin across the records above, the calculation gives 4.861 3.870 eV in order.